(1)
Entry from the OMol25 dataset: a molecular structure, C28H29NOS4SiTaTe in a non-equilibrium geometry (ωB97M-V/def2-TZVPD).

Positions of all 66 atoms, in Å:
Ta  0.183  -0.110  0.372
Te  0.713  -1.623  2.525
S  2.744  0.308  1.201
S  -0.091  2.139  1.240
S  -0.849  1.152  -1.994
S  1.230  -1.437  -1.376
Si  -2.808  -1.817  -0.148
O  -1.541  -0.675  0.220
N  2.140  1.683  -1.381
C  -1.139  -1.674  3.517
C  -2.025  -3.456  0.010
C  3.596  2.097  3.055
C  0.168  -1.857  -5.228
C  0.682  -2.043  -3.952
C  3.511  3.226  3.848
C  -4.189  -1.570  1.002
C  -3.339  -1.483  -1.860
C  -0.907  0.159  -4.509
C  -2.844  -0.493  4.734
C  2.349  2.161  -3.706
C  -0.382  -0.018  -3.228
C  2.532  1.741  2.222
C  3.668  1.730  -3.684
C  4.209  1.298  -2.486
C  -1.712  -2.894  3.870
C  3.964  0.866  -0.018
C  1.631  2.128  -2.524
C  1.288  3.633  3.009
C  -0.622  -0.746  -5.515
C  3.400  1.294  -1.357
C  0.197  2.548  -2.446
C  -2.867  -2.904  4.644
C  0.430  -1.117  -2.935
C  1.356  2.497  2.201
C  2.352  3.995  3.818
C  -3.432  -1.707  5.076
C  -1.697  -0.470  3.947
H  -2.572  -1.764  -2.591
H  4.489  1.476  3.079
H  4.467  1.704  0.457
H  4.338  3.497  4.497
H  -3.846  -1.487  2.034
H  0.385  -2.587  -6.003
H  0.380  4.232  2.995
H  -4.248  -2.066  -2.077
H  4.681  0.056  -0.132
H  -1.561  1.006  -4.704
H  -1.230  0.477  3.696
H  1.291  -2.917  -3.727
H  0.040  3.273  -1.647
H  -1.028  -0.600  -6.509
H  -4.760  -0.664  0.742
H  -1.876  -3.707  1.062
H  4.263  1.724  -4.593
H  1.881  2.505  -4.624
H  -0.161  2.958  -3.386
H  -3.583  -0.421  -1.992
H  -3.315  -3.851  4.923
H  -1.253  -3.833  3.566
H  -1.055  -3.469  -0.500
H  2.273  4.882  4.438
H  -4.333  -1.720  5.683
H  -3.275  0.441  5.083
H  -2.663  -4.234  -0.441
H  5.242  0.962  -2.424
H  -4.873  -2.434  0.931

Calculated values
Kohn-Sham gap (eV): 6.63
Lowest unoccupied orbital energy (eV): -4.11
Relative energy (zero: lowest compared OMol25 entry of this formula, charge and spin) (kJ/mol): 90.6
E_HOMO (eV): -10.74
Net charge: +1

=====

(2)
Entry from the OMol25 dataset: a molecular structure, C28H30AsClN2O6PPd in a non-equilibrium geometry (ωB97M-V/def2-TZVPD).

Positions of all 70 atoms, in Å:
Pd  -0.161  0.875  1.514
As  -0.505  6.489  1.840
Cl  -2.633  0.429  1.061
P  0.172  2.513  -0.519
O  1.909  0.649  2.036
O  -2.445  -0.371  2.219
O  -2.214  1.811  1.398
O  3.606  -0.637  2.531
O  -1.639  0.009  0.053
O  -3.918  0.419  0.533
N  0.158  -0.896  3.295
N  1.520  -1.196  3.286
C  -1.827  1.117  -3.825
C  3.279  6.423  4.581
C  -0.885  4.679  1.110
C  2.800  7.625  4.068
C  -0.888  1.326  -2.832
C  -2.373  2.869  -1.660
C  1.805  2.935  -2.773
C  -0.138  7.574  0.274
C  0.148  4.300  0.049
C  -0.988  8.690  -1.676
C  4.192  2.676  -2.714
C  1.733  2.529  -1.436
C  -3.319  2.643  -2.648
C  2.339  -0.383  2.602
C  3.033  2.991  -3.411
C  4.123  2.282  -1.383
C  2.667  5.216  4.252
C  0.310  9.060  -2.010
C  1.684  7.624  3.253
C  1.553  5.203  3.435
C  -1.128  2.265  -1.765
C  1.166  7.952  -0.049
C  -3.050  1.755  -3.731
C  -1.217  7.956  -0.524
C  4.183  -1.823  3.127
C  1.082  6.407  2.905
C  2.899  2.207  -0.739
C  1.380  8.680  -1.209
H  -2.232  7.709  -0.234
H  5.149  2.747  -3.212
H  -4.271  3.158  -2.604
H  3.089  3.304  -4.445
H  0.485  9.670  -2.886
H  5.225  -1.809  2.829
H  -3.819  1.555  -4.466
H  0.047  4.916  -0.846
H  -0.923  3.964  1.930
H  -0.143  -0.609  4.221
H  2.003  7.667  0.573
H  3.709  -2.724  2.739
H  4.114  6.432  5.268
H  -2.611  3.510  -0.826
H  3.053  4.288  4.652
H  1.062  4.265  3.202
H  2.842  1.878  0.292
H  4.118  -1.782  4.214
H  1.276  8.559  2.889
H  3.280  8.558  4.326
H  1.852  -2.028  3.749
H  -1.893  4.746  0.705
H  0.915  3.254  -3.306
H  5.027  2.008  -0.856
H  0.026  0.744  -2.831
H  -1.630  0.428  -4.634
H  -0.391  -1.702  3.019
H  1.160  4.442  0.436
H  2.390  8.957  -1.480
H  -1.822  8.998  -2.292

Calculated values
Spin multiplicity: 5
Kohn-Sham gap (alpha / beta) (eV): 7.87 / 4.16
Lowest unoccupied orbital energy (alpha / beta) (eV): -8.54 / -12.57
E_HOMO (alpha / beta) (eV): -16.41 / -16.73
Net charge: +3

=====

- Which of these has the lowest net charge?
  C28H29NOS4SiTaTe

=====

Repeat the second record exactly.
Entry from the OMol25 dataset: a molecular structure, C28H30AsClN2O6PPd in a non-equilibrium geometry (ωB97M-V/def2-TZVPD).

Positions of all 70 atoms, in Å:
Pd  -0.161  0.875  1.514
As  -0.505  6.489  1.840
Cl  -2.633  0.429  1.061
P  0.172  2.513  -0.519
O  1.909  0.649  2.036
O  -2.445  -0.371  2.219
O  -2.214  1.811  1.398
O  3.606  -0.637  2.531
O  -1.639  0.009  0.053
O  -3.918  0.419  0.533
N  0.158  -0.896  3.295
N  1.520  -1.196  3.286
C  -1.827  1.117  -3.825
C  3.279  6.423  4.581
C  -0.885  4.679  1.110
C  2.800  7.625  4.068
C  -0.888  1.326  -2.832
C  -2.373  2.869  -1.660
C  1.805  2.935  -2.773
C  -0.138  7.574  0.274
C  0.148  4.300  0.049
C  -0.988  8.690  -1.676
C  4.192  2.676  -2.714
C  1.733  2.529  -1.436
C  -3.319  2.643  -2.648
C  2.339  -0.383  2.602
C  3.033  2.991  -3.411
C  4.123  2.282  -1.383
C  2.667  5.216  4.252
C  0.310  9.060  -2.010
C  1.684  7.624  3.253
C  1.553  5.203  3.435
C  -1.128  2.265  -1.765
C  1.166  7.952  -0.049
C  -3.050  1.755  -3.731
C  -1.217  7.956  -0.524
C  4.183  -1.823  3.127
C  1.082  6.407  2.905
C  2.899  2.207  -0.739
C  1.380  8.680  -1.209
H  -2.232  7.709  -0.234
H  5.149  2.747  -3.212
H  -4.271  3.158  -2.604
H  3.089  3.304  -4.445
H  0.485  9.670  -2.886
H  5.225  -1.809  2.829
H  -3.819  1.555  -4.466
H  0.047  4.916  -0.846
H  -0.923  3.964  1.930
H  -0.143  -0.609  4.221
H  2.003  7.667  0.573
H  3.709  -2.724  2.739
H  4.114  6.432  5.268
H  -2.611  3.510  -0.826
H  3.053  4.288  4.652
H  1.062  4.265  3.202
H  2.842  1.878  0.292
H  4.118  -1.782  4.214
H  1.276  8.559  2.889
H  3.280  8.558  4.326
H  1.852  -2.028  3.749
H  -1.893  4.746  0.705
H  0.915  3.254  -3.306
H  5.027  2.008  -0.856
H  0.026  0.744  -2.831
H  -1.630  0.428  -4.634
H  -0.391  -1.702  3.019
H  1.160  4.442  0.436
H  2.390  8.957  -1.480
H  -1.822  8.998  -2.292

Calculated values
Spin multiplicity: 5
Kohn-Sham gap (alpha / beta) (eV): 7.87 / 4.16
Lowest unoccupied orbital energy (alpha / beta) (eV): -8.54 / -12.57
E_HOMO (alpha / beta) (eV): -16.41 / -16.73
Net charge: +3

=====

- Number 2 is which compound?
  C28H30AsClN2O6PPd

=====

- The highest net charge belongs to which entry?
  C28H30AsClN2O6PPd